DFT (the ωB97M-V functional and the def2-TZVPD basis) results for a cluster of 5 separate species, C28H68BrN4O2 in total.

Computed properties:
net charge = +3
2S+1 = 1
gap between HOMO and LUMO = 0.202 Eh

Atoms and positions in Å:
C1 -2.059 -5.071 -12.768
C2 -1.564 -4.190 -11.644
C3 -1.519 -4.821 -10.203
C4 -2.888 -4.680 -9.366
N1 -2.644 -4.927 -7.842
C5 -1.940 -3.774 -7.172
C6 -3.044 -2.724 -6.714
C7 -4.460 -3.312 -6.986
C8 -4.011 -4.856 -7.177
C9 -1.957 -6.246 -7.573
H1 -1.163 -5.553 -13.161
H2 -2.333 -4.487 -13.646
H3 -2.871 -5.788 -12.648
H4 -2.236 -3.332 -11.673
H5 -0.574 -3.779 -11.842
H6 -0.670 -4.495 -9.602
H7 -1.349 -5.869 -10.450
H8 -3.681 -5.312 -9.765
H9 -3.321 -3.719 -9.639
H10 -1.549 -4.250 -6.272
H11 -1.149 -3.283 -7.739
H12 -2.892 -2.444 -5.672
H13 -2.957 -1.864 -7.378
H14 -5.150 -3.047 -6.185
H15 -4.877 -2.915 -7.912
H16 -4.021 -5.347 -6.204
H17 -4.716 -5.439 -7.770
H18 -0.924 -6.038 -7.851
H19 -2.428 -7.073 -8.104
H20 -1.998 -6.487 -6.511
C10 4.943 0.239 -14.989
C11 4.702 1.507 -14.189
C12 4.807 1.398 -12.662
C13 4.161 2.586 -11.986
N2 4.431 2.523 -10.483
C14 3.939 1.171 -9.860
C15 3.805 1.624 -8.394
C16 3.195 3.061 -8.453
C17 3.656 3.628 -9.760
C18 5.941 2.690 -10.250
H21 4.831 0.582 -16.018
H22 4.324 -0.581 -14.624
H23 6.008 0.014 -14.924
H24 3.649 1.717 -14.374
H25 5.209 2.411 -14.529
H26 5.876 1.219 -12.550
H27 4.370 0.419 -12.462
H28 3.078 2.487 -12.062
H29 4.415 3.603 -12.284
H30 4.621 0.345 -10.063
H31 3.007 0.868 -10.338
H32 4.749 1.658 -7.849
H33 3.188 0.856 -7.928
H34 3.599 3.628 -7.614
H35 2.128 3.111 -8.238
H36 4.380 4.442 -9.720
H37 2.842 4.053 -10.349
H38 6.401 1.708 -10.367
H39 6.215 3.006 -9.244
H40 6.280 3.407 -10.997
C19 5.274 -3.082 -0.784
N3 5.567 -4.399 0.012
C20 4.303 -5.216 -0.189
C21 6.761 -5.048 -0.711
C22 5.597 -4.193 1.543
C23 6.632 -3.132 2.003
O1 6.102 -2.218 2.891
H41 4.411 -2.561 -0.370
H42 5.166 -3.215 -1.860
H43 6.154 -2.457 -0.629
H44 3.479 -4.574 0.122
H45 4.377 -6.156 0.357
H46 4.257 -5.450 -1.253
H47 6.781 -6.080 -0.360
H48 7.670 -4.581 -0.333
H49 6.660 -4.966 -1.794
H50 5.846 -5.195 1.893
H51 4.598 -3.847 1.810
H52 7.376 -2.832 1.265
H53 7.256 -3.660 2.724
H54 6.703 -1.727 3.455
C24 14.267 -9.143 -7.659
N4 14.268 -9.992 -6.337
C25 14.121 -11.493 -6.727
C26 15.679 -9.817 -5.726
C27 13.130 -9.530 -5.290
C28 11.840 -9.500 -5.898
O2 11.686 -8.269 -6.545
H55 14.224 -8.109 -7.317
H56 13.358 -9.484 -8.155
H57 15.171 -9.165 -8.268
H58 14.014 -12.134 -5.853
H59 14.944 -11.811 -7.368
H60 13.348 -11.654 -7.479
H61 15.981 -8.786 -5.538
H62 16.381 -10.236 -6.447
H63 15.844 -10.484 -4.880
H64 13.466 -8.597 -4.838
H65 13.256 -10.255 -4.485
H66 10.979 -9.691 -5.258
H67 11.561 -10.268 -6.620
H68 10.889 -8.233 -7.079
Br1 5.020 -5.618 -7.951

Atomic partial charges in e from the Mulliken method, atoms 1 to 5: number 1, C, carries -1.256; number 2, C, carries -0.716; number 3, C, carries -0.411; number 4, C, carries -0.968; number 5, N, carries 0.201